(P)
A 2-piece molecular cluster, C4H12 overall. Source: OMol25; level of theory: ωB97M-V/def2-TZVPD.

Results
LUMO energy (eV): 1.2
HOMO level (eV): -11.9
Structure (SMILES): CC.CC

Each line ends with the Löwdin charge.
Cartesian coordinates (Å):
C (0.03, 0.82, -1.72)  -0.168
C (1.15, 1.85, -1.44)  -0.159
H (0.42, -0.19, -1.83)  0.056
H (-0.73, 0.85, -0.94)  0.050
H (-0.49, 1.07, -2.64)  0.055
H (1.98, 1.37, -0.93)  0.054
H (1.53, 2.27, -2.36)  0.058
H (0.76, 2.64, -0.81)  0.058
C (0.13, -1.60, 1.50)  -0.160
C (-1.30, -1.07, 1.69)  -0.164
H (0.63, -1.05, 0.70)  0.041
H (0.77, -1.49, 2.38)  0.061
H (0.07, -2.64, 1.19)  0.057
H (-1.26, -0.12, 2.21)  0.058
H (-1.79, -0.93, 0.73)  0.051
H (-1.88, -1.78, 2.28)  0.055



(Q)
A 2-piece molecular cluster, C4H12 overall. Source: OMol25; level of theory: ωB97M-V/def2-TZVPD.

Results
LUMO energy (eV): 1.1
HOMO level (eV): -11.4
Structure (SMILES): CC.CC

Each line ends with the Löwdin charge.
Cartesian coordinates (Å):
C (0.18, 2.71, -1.58)  -0.164
C (-0.06, 1.55, -0.58)  -0.193
H (1.21, 2.74, -1.93)  0.060
H (-0.40, 2.55, -2.49)  0.059
H (-0.10, 3.62, -1.04)  0.061
H (0.93, 1.31, -0.04)  0.081
H (-0.69, 1.53, 0.30)  0.045
H (-0.33, 0.65, -1.15)  0.054
C (-0.01, -1.70, 1.73)  -0.159
C (-0.15, -2.44, 0.35)  -0.155
H (-0.71, -2.11, 2.43)  0.051
H (0.97, -1.97, 2.14)  0.059
H (-0.19, -0.63, 1.66)  0.041
H (0.37, -1.92, -0.44)  0.047
H (-1.22, -2.46, 0.11)  0.061
H (0.22, -3.44, 0.54)  0.052



(R)
A 2-piece molecular cluster, C4H12 overall. Source: OMol25; level of theory: ωB97M-V/def2-TZVPD.

Results
LUMO energy (eV): 1.1
HOMO level (eV): -11.1
Structure (SMILES): CC.CC

Each line ends with the Löwdin charge.
Cartesian coordinates (Å):
C (0.91, 0.68, 1.35)  -0.172
C (2.27, 0.95, 2.02)  -0.176
H (1.17, 0.64, 0.27)  0.055
H (0.56, -0.26, 1.77)  0.063
H (0.15, 1.44, 1.44)  0.062
H (2.22, 1.67, 2.86)  0.064
H (2.90, 0.12, 2.33)  0.058
H (2.90, 1.36, 1.23)  0.053
C (-1.16, -0.24, -1.55)  -0.170
C (-2.08, -1.44, -1.84)  -0.165
H (-1.79, 0.47, -0.98)  0.062
H (-0.39, -0.36, -0.80)  0.023
H (-0.93, 0.26, -2.49)  0.063
H (-2.35, -1.39, -2.89)  0.060
H (-2.88, -1.56, -1.11)  0.054
H (-1.47, -2.34, -1.61)  0.065



(S)
A 2-piece molecular cluster, C4H12 overall. Source: OMol25; level of theory: ωB97M-V/def2-TZVPD.

Results
LUMO energy (eV): 1.1
HOMO level (eV): -10.9
Structure (SMILES): CC.CC

Each line ends with the Löwdin charge.
Cartesian coordinates (Å):
C (-1.17, 0.77, -1.52)  -0.223
C (-1.23, -0.62, -2.00)  -0.203
H (-0.18, 1.25, -1.54)  0.056
H (-1.72, 1.35, -2.32)  0.080
H (-1.62, 0.86, -0.46)  0.087
H (-2.03, -1.07, -2.48)  0.028
H (-1.12, -1.26, -1.12)  0.046
H (-0.31, -0.69, -2.76)  0.120
C (0.69, -0.03, 1.21)  -0.222
C (1.68, -0.16, 2.34)  -0.188
H (-0.07, 0.59, 1.63)  0.042
H (1.10, 0.56, 0.34)  0.076
H (0.23, -0.99, 0.88)  0.072
H (2.09, 0.93, 2.49)  0.099
H (2.52, -0.73, 1.88)  0.066
H (1.22, -0.53, 3.26)  0.063



Name the least stable of them. (S).



(P)
A 2-piece molecular cluster, C4H12 overall. Source: OMol25; level of theory: ωB97M-V/def2-TZVPD.

Results
LUMO energy (eV): 1.1
HOMO level (eV): -11.2
Structure (SMILES): CC.CC

Each line ends with the Löwdin charge.
Cartesian coordinates (Å):
C (2.17, -0.53, 0.19)  -0.163
C (1.54, -1.02, 1.56)  -0.177
H (1.97, -1.39, -0.51)  0.076
H (1.69, 0.43, -0.06)  0.043
H (3.20, -0.43, 0.23)  0.021
H (0.39, -0.89, 1.76)  0.091
H (2.15, -0.41, 2.31)  0.068
H (1.93, -1.98, 1.87)  0.034
C (-1.53, 1.17, -0.34)  -0.157
C (-2.37, 0.41, -1.45)  -0.157
H (-1.79, 0.89, 0.71)  0.068
H (-0.39, 0.90, -0.44)  0.060
H (-1.43, 2.20, -0.63)  0.037
H (-1.89, 0.60, -2.42)  0.061
H (-2.25, -0.66, -1.35)  0.044
H (-3.41, 0.71, -1.44)  0.051



(Q)
A 2-piece molecular cluster, C4H12 overall. Source: OMol25; level of theory: ωB97M-V/def2-TZVPD.

Results
LUMO energy (eV): 1.2
HOMO level (eV): -11.6
Structure (SMILES): CC.CC

Each line ends with the Löwdin charge.
Cartesian coordinates (Å):
C (-1.79, 0.04, 1.28)  -0.162
C (-1.85, 0.35, -0.23)  -0.159
H (-0.86, 0.27, 1.79)  0.052
H (-2.59, 0.57, 1.81)  0.058
H (-1.99, -1.01, 1.49)  0.057
H (-1.90, -0.56, -0.83)  0.062
H (-1.01, 0.95, -0.56)  0.035
H (-2.76, 0.92, -0.40)  0.060
C (1.78, -0.79, -1.04)  -0.159
C (1.90, 0.41, -0.08)  -0.163
H (0.94, -0.66, -1.71)  0.052
H (2.70, -0.97, -1.60)  0.057
H (1.53, -1.68, -0.45)  0.062
H (2.19, 0.13, 0.94)  0.061
H (0.97, 0.97, -0.06)  0.029
H (2.75, 1.03, -0.36)  0.059



Name the least stable of them. (P).



(P)
A 2-piece molecular cluster, C4H12 overall. Source: OMol25; level of theory: ωB97M-V/def2-TZVPD.

Results
LUMO energy (eV): 1.3
HOMO level (eV): -10.7
Structure (SMILES): CCC.C

Each line ends with the Löwdin charge.
Cartesian coordinates (Å):
C (-1.30, 2.29, -0.36)  -0.134
C (-0.77, 3.29, -1.41)  -0.389
C (0.02, 2.68, -2.52)  -0.169
H (-1.31, 1.31, -1.01)  0.089
H (-2.30, 2.48, -0.06)  0.040
H (-0.64, 2.23, 0.54)  0.074
H (-0.24, 4.16, -0.85)  0.114
H (-1.70, 3.90, -1.83)  0.123
H (-0.46, 1.73, -2.91)  0.089
H (0.00, 3.39, -3.45)  0.090
H (1.07, 2.80, -2.19)  0.072
C (1.55, -6.06, 3.22)  -0.066
H (2.58, -6.28, 2.98)  0.006
H (0.95, -6.99, 3.21)  0.016
H (1.24, -5.32, 2.45)  0.018
H (1.31, -5.60, 4.21)  0.025



(Q)
A 2-piece molecular cluster, C4H12 overall. Source: OMol25; level of theory: ωB97M-V/def2-TZVPD.

Results
LUMO energy (eV): 1.3
HOMO level (eV): -11.3
Structure (SMILES): CC.CC

Each line ends with the Löwdin charge.
Cartesian coordinates (Å):
C (-4.10, -3.43, -3.78)  -0.184
C (-2.84, -3.07, -3.00)  -0.172
H (-4.82, -2.62, -3.82)  0.060
H (-4.67, -4.23, -3.32)  0.059
H (-3.93, -3.78, -4.80)  0.058
H (-3.17, -3.17, -1.95)  0.061
H (-2.06, -3.80, -3.08)  0.055
H (-2.58, -2.02, -2.89)  0.063
C (3.20, 3.93, 3.23)  -0.181
C (3.74, 2.56, 3.54)  -0.180
H (3.84, 4.56, 2.61)  0.062
H (2.79, 4.50, 4.05)  0.057
H (2.34, 3.85, 2.54)  0.065
H (3.10, 1.70, 3.53)  0.051
H (4.51, 2.26, 2.82)  0.065
H (4.24, 2.55, 4.51)  0.062



Name the least stable of them. (P).



(P)
A 2-piece molecular cluster, C4H12 overall. Source: OMol25; level of theory: ωB97M-V/def2-TZVPD.

Results
LUMO energy (eV): 1.0
HOMO level (eV): -11.5
Structure (SMILES): CC.CC

Each line ends with the Löwdin charge.
Cartesian coordinates (Å):
C (1.88, 1.01, 1.78)  -0.168
C (2.18, 2.05, 0.66)  -0.178
H (1.00, 1.30, 2.35)  0.054
H (1.72, 0.12, 1.19)  0.041
H (2.77, 0.91, 2.48)  0.080
H (1.94, 3.02, 1.09)  0.050
H (3.27, 2.08, 0.57)  0.056
H (1.64, 1.95, -0.29)  0.065
C (-2.72, -1.48, -0.75)  -0.163
C (-1.46, -1.63, -1.64)  -0.194
H (-2.62, -0.65, -0.04)  0.067
H (-3.57, -1.42, -1.46)  0.064
H (-2.78, -2.37, -0.11)  0.057
H (-1.23, -2.56, -2.23)  0.072
H (-0.47, -1.47, -1.21)  0.047
H (-1.56, -0.86, -2.41)  0.051



(Q)
A 2-piece molecular cluster, C4H12 overall. Source: OMol25; level of theory: ωB97M-V/def2-TZVPD.

Results
LUMO energy (eV): 1.1
HOMO level (eV): -11.5
Structure (SMILES): CC.CC

Each line ends with the Löwdin charge.
Cartesian coordinates (Å):
C (-1.52, 0.78, 1.01)  -0.169
C (-1.88, 1.20, -0.48)  -0.178
H (-2.16, -0.08, 1.40)  0.089
H (-0.49, 0.42, 1.07)  0.014
H (-1.57, 1.79, 1.48)  0.065
H (-1.23, 2.07, -0.80)  0.089
H (-2.98, 1.33, -0.48)  0.060
H (-1.81, 0.34, -1.10)  0.028
C (1.62, -1.53, 0.26)  -0.202
C (1.83, -0.40, -0.73)  -0.197
H (2.00, -1.51, 1.22)  0.027
H (0.50, -1.76, 0.36)  0.081
H (2.08, -2.41, -0.25)  0.068
H (1.77, -0.75, -1.86)  0.099
H (2.84, 0.17, -0.51)  0.093
H (0.99, 0.35, -0.59)  0.036



Name the least stable of them. (Q).